Entry 1:
ORCA calculation (ωB97M-V/def2-TZVPD) on a structure of composition C5H7NO.

For the LUMO energy, the calculation gives 0.04 eV. As for the energy above the lowest of the compared OMol25 structures with the same formula, charge and spin: 112.95 kcal/mol. The calculation puts the total energy at -8831.3048 eV. The HOMO-LUMO gap is 0.2641 Eh. Its HOMO energy is -7.14 eV.

Each line ends with the natural charge from an NBO analysis.
Geometry (Å):
C 0.892 1.648 -1.085  -0.701
C -0.025 0.288 0.078  0.026
C 0.805 -0.662 0.642  -0.091
N -0.056 -1.594 1.125  -0.573
C -1.412 -1.334 0.698  0.600
O -2.350 -1.999 1.111  -0.647
C -1.340 -0.121 -0.087  -0.557
H 1.195 1.680 -2.143  0.256
H 1.707 1.933 -0.424  0.248
H 0.023 2.289 -0.952  0.263
H 1.878 -0.791 0.583  0.224
H 0.148 -2.315 1.803  0.418
H -2.210 0.497 -0.258  0.237
H 0.745 0.482 -1.090  0.298


Entry 2:
ORCA calculation (ωB97M-V/def2-TZVPD) on an isolated molecule of C5H7NO in a non-equilibrium geometry.

For the LUMO energy, the calculation gives 0.73 eV. As for the energy above the lowest of the compared OMol25 structures with the same formula, charge and spin: 28.92 kcal/mol. The calculation puts the total energy at -8834.9487 eV. The HOMO-LUMO gap is 0.3948 Eh. Its HOMO energy is -10.01 eV. The SMILES is C[C@H](C#N)CC=O.

Each line ends with the natural charge from an NBO analysis.
Geometry (Å):
C 1.610 -0.661 -0.672  -0.590
C 0.568 -0.008 0.240  -0.305
C -0.059 -0.940 1.184  0.253
N -0.854 -1.459 1.842  -0.283
C -0.636 0.598 -0.545  -0.493
C -1.758 0.882 0.435  0.427
O -2.635 0.099 0.691  -0.477
H 2.430 -1.082 -0.082  0.226
H 2.029 0.080 -1.362  0.217
H 1.157 -1.466 -1.259  0.220
H 1.057 0.775 0.833  0.241
H -0.313 1.513 -1.052  0.225
H -0.968 -0.136 -1.286  0.232
H -1.629 1.805 1.032  0.108